ORCA calculation (ωB97M-V with the def2-TZVPD basis set) on a gas-phase ion, C3H5N4O (charge +1) at a distorted geometry.

Structure (XYZ):
```
13
Properties=species:S:1:pos:R:3:forces:R:3
H -0.298424 -2.359651 1.474726 0.5 1.0 -3.1
N -2.025450 0.532287 -0.056258 -3.0 0.9 -0.7
N -1.077992 -0.078077 0.273160 2.4 -1.4 3.7
C 1.210443 -0.252982 -0.196985 1.0 -3.3 -1.5
H -0.475521 -1.135517 -1.179003 0.0 -1.7 -2.4
C 0.934310 1.078996 0.010510 -0.9 4.7 0.3
N 0.681534 2.210325 0.114853 0.9 -2.9 -0.2
N -2.908090 1.215682 -0.133553 -0.4 0.3 -0.6
H 0.605549 3.200506 0.236852 -0.1 0.3 0.0
H 2.054831 -0.601398 0.418286 -0.5 0.0 0.3
C -0.214934 -1.128485 -0.178911 1.2 4.0 0.2
O -0.117670 -2.270339 0.446311 -0.8 -2.3 3.2
H 1.631413 -0.411353 -1.229990 -0.4 0.5 0.7
```
Forces are in eV/Å.

Summary:
Energy relative to the best compared isomer or geometry (same formula, charge and spin), kJ/mol: 401.3
Calculated total energy, eV: -11187.9659
Charge: +1
HOMO level, eV: -14.27

Results of the natural (NBO) charge analysis, in e, for atoms 1 through 5: number 1, H, carries 0.5364; number 2, N, carries 0.2667; number 3, N, carries -0.4304; number 4, C, carries -0.6550; number 5, H, carries 0.1889